Entry 1:
{"formula": "C31H50LaO3P2S", "method": "ωB97M-V with the def2-TZVPD basis set", "symbols": ["La", "C", "C", "C", "C", "C", "C", "H", "H", "H", "C", "H", "H", "H", "C", "H", "H", "H", "C", "H", "H", "H", "C", "H", "H", "H", "C", "C", "C", "C", "C", "C", "C", "C", "H", "H", "H", "H", "H", "H", "H", "H", "H", "H", "H", "H", "P", "P", "C", "C", "H", "H", "H", "H", "C", "H", "H", "H", "C", "H", "H", "H", "C", "H", "H", "H", "C", "H", "H", "H", "C", "C", "C", "C", "C", "C", "C", "S", "O", "O", "O", "H", "H", "H", "H", "H", "H", "H"], "positions_angstrom": [[1.2331, -1.1133, 0.6058], [1.6841, 0.4606, 2.6573], [0.3469, -0.0435, 2.6204], [1.8024, -1.8521, 2.8248], [2.5830, -0.6416, 2.7179], [0.4080, -1.4722, 2.7958], [1.9541, 1.8885, 2.9773], [1.2435, 2.2698, 3.7321], [1.8473, 2.5203, 2.0875], [2.9589, 2.0306, 3.4015], [4.0645, -0.5709, 2.8529], [4.3697, 0.3580, 3.3598], [4.5297, -0.5953, 1.8551], [4.4606, -1.4262, 3.4191], [2.3674, -3.2267, 2.9461], [3.3169, -3.1654, 3.4990], [2.5740, -3.6951, 1.9629], [1.6585, -3.8660, 3.4941], [-0.7813, -2.3619, 2.7994], [-1.5764, -1.8878, 3.3954], [-0.5431, -3.3467, 3.2231], [-1.2052, -2.5386, 1.7891], [-0.8649, 0.8267, 2.5256], [-1.1346, 1.2278, 3.5145], [-1.7422, 0.2940, 2.1245], [-0.6745, 1.7028, 1.8835], [-0.9730, 2.6609, -1.8267], [-1.3182, 3.5559, -0.8864], [-2.4834, 3.3275, 0.0398], [-3.8296, 3.0202, -0.6904], [-4.3517, 1.6387, -0.5376], [-3.5631, 0.5628, -0.3612], [-2.1142, 0.5857, -0.7084], [-1.7351, 1.3777, -2.0208], [-2.6458, 4.2318, 0.6502], [-3.7787, 3.2525, -1.7603], [-2.2425, 2.5121, 0.7448], [-2.6608, 1.6627, -2.5373], [-0.0681, 2.8089, -2.4304], [-0.7524, 4.4800, -0.7400], [-1.1559, 0.6994, -2.6868], [-1.5094, 0.9303, 0.1383], [-3.9681, -0.3966, -0.0056], [-1.7840, -0.4498, -0.8342], [-4.6139, 3.7126, -0.3541], [-5.4422, 1.5065, -0.5080], [-2.6455, -1.8589, -2.8592], [-1.9647, -4.0514, -0.8276], [-3.6507, -3.4475, -2.9405], [-2.7811, -4.5907, -2.4378], [-4.0676, -3.6523, -3.9405], [-4.5101, -3.3011, -2.2675], [-3.3818, -5.4923, -2.2461], [-1.9931, -4.8543, -3.1641], [-1.5278, -5.8154, -0.4726], [-1.2249, -5.9400, 0.5706], [-0.6710, -6.0564, -1.1164], [-2.3469, -6.5108, -0.7138], [-3.5840, -3.9368, 0.1075], [-4.3465, -4.6084, -0.3085], [-3.9785, -2.9114, 0.0650], [-3.4194, -4.1881, 1.1633], [-1.8007, -2.0118, -4.4971], [-0.8900, -1.4104, -4.3694], [-2.3735, -1.6148, -5.3463], [-1.5006, -3.0489, -4.7011], [-4.1581, -0.8529, -3.2712], [-4.7440, -1.3054, -4.0679], [-3.9657, 0.1863, -3.5503], [-4.7675, -0.8576, -2.3591], [6.7141, 5.3937, 0.7633], [5.6769, 4.3636, 0.4278], [4.8333, 4.4995, -0.6787], [3.9764, 3.4631, -1.0365], [4.0042, 2.2467, -0.3390], [4.7750, 2.1501, 0.8193], [5.5960, 3.2057, 1.2108], [2.9239, 0.9865, -1.0103], [1.5973, 1.1731, -0.2963], [2.8772, 1.2133, -2.4284], [3.3613, -0.3910, -0.5735], [7.6428, 5.1910, 0.2074], [6.3781, 6.4032, 0.5032], [6.9429, 5.3500, 1.8358], [4.8634, 5.4173, -1.2774], [3.2991, 3.6089, -1.8734], [4.7321, 1.2586, 1.4307], [6.2095, 3.1420, 2.1166]], "forces_ev_per_angstrom": [[0.3, 0.2, -6.9], [-0.5, -0.8, 1.3], [0.6, -0.5, 1.6], [-0.8, 1.1, 1.7], [-0.9, 0.0, 1.3], [0.8, 0.7, 2.1], [0.3, 0.7, -0.3], [0.2, -0.3, -0.3], [0.2, 0.0, 0.1], [-0.3, 0.0, -0.3], [0.4, -0.1, -0.2], [-0.1, -0.4, -0.2], [0.1, -0.1, 0.4], [-0.1, 0.3, -0.1], [-0.1, -0.1, 0.0], [-0.3, -0.3, -0.2], [0.0, -0.1, 0.3], [0.4, 0.1, -0.2], [-0.3, -0.3, 0.0], [0.2, -0.3, -0.2], [-0.1, 0.3, -0.1], [0.0, 0.0, 0.1], [-0.4, 0.2, 0.0], [0.0, -0.2, -0.2], [0.2, 0.2, 0.2], [0.0, -0.3, 0.2], [0.5, 0.5, 0.9], [0.4, -0.4, -0.4], [-0.6, 0.5, 0.1], [-0.2, 0.6, -0.4], [-0.1, -1.4, 0.8], [-0.8, 0.4, 0.0], [1.2, 0.0, -0.1], [0.1, -0.4, 0.1], [0.1, -0.4, -0.2], [0.3, 0.2, 0.0], [-0.4, 0.6, -0.2], [0.2, -0.5, -0.1], [-0.5, 0.1, 0.2], [0.0, -0.3, -0.2], [-0.4, 0.4, 0.3], [0.0, 0.3, -0.3], [-0.1, 0.4, -0.5], [-0.2, -0.1, -0.2], [0.3, -0.2, 0.2], [0.5, 0.1, 0.3], [-1.8, -0.6, -1.3], [-1.0, -1.6, -0.2], [0.2, 0.1, 0.1], [0.2, 0.6, -0.2], [0.2, 0.3, 0.2], [0.2, -0.1, -0.2], [0.3, 0.2, 0.0], [-0.3, 0.1, 0.2], [0.3, 0.0, 0.4], [0.0, -0.2, -0.1], [-0.1, -0.1, 0.2], [0.3, 0.3, 0.2], [0.3, 0.4, 0.2], [0.3, 0.1, 0.1], [0.1, -0.2, 0.0], [0.0, 0.1, -0.2], [0.5, 0.4, 0.2], [-0.1, -0.2, -0.5], [0.0, -0.2, 0.3], [-0.1, 0.3, 0.1], [0.1, 0.4, 0.2], [0.1, -0.2, -0.1], [0.1, -0.1, 0.2], [0.1, 0.1, -0.2], [0.0, 0.2, 0.1], [0.1, -0.2, 0.0], [0.0, -0.1, 0.2], [0.2, 0.0, -0.1], [-0.1, 0.6, -0.1], [-0.1, -0.2, 0.0], [-0.2, 0.0, -0.3], [-0.3, 0.3, 0.5], [0.3, -0.4, -0.4], [-0.1, -0.4, 0.7], [-0.1, 0.6, 0.0], [-0.3, 0.1, 0.2], [0.1, -0.2, 0.1], [0.0, 0.1, -0.3], [-0.1, -0.4, 0.3], [0.2, -0.2, 0.0], [0.1, 0.1, -0.2], [-0.3, -0.1, -0.4]], "mulliken_charge": [1.314, 0.940, 0.153, 0.610, 0.789, 0.524, -1.455, 0.378, 0.221, 0.378, -2.022, 0.401, 0.396, 0.462, -1.158, 0.342, 0.269, 0.360, -1.445, 0.354, 0.368, 0.222, -1.772, 0.450, 0.477, 0.286, -0.750, -0.506, -0.381, -1.021, -0.538, -0.310, 1.979, -0.363, 0.520, 0.357, -0.215, 0.264, 0.472, 0.456, 0.191, -1.500, 0.230, 0.095, 0.505, 0.408, 0.959, 0.584, -1.242, -1.062, 0.522, 0.447, 0.526, 0.415, -1.307, 0.357, 0.387, 0.383, -1.116, 0.482, 0.073, 0.433, -1.465, 0.359, 0.346, 0.414, -1.421, 0.517, 0.332, 0.306, -1.452, 1.018, -0.841, -0.595, -0.297, 0.162, -1.031, 1.488, -0.526, -0.648, -0.858, 0.297, 0.370, 0.368, 0.365, 0.432, 0.449, 0.333], "e_tot_ha": -2549.1987, "homo_energy_ev": -10.6, "mol_weight_g_mol": 703.66, "relative_energy_kj_mol": 0.0, "total_charge": 1}



Entry 2:
{"formula": "C5H10FNO3S", "method": "ωB97M-V with the def2-TZVPD basis set", "symbols": ["C", "C", "C", "C", "C", "N", "O", "O", "O", "F", "S", "H", "H", "H", "H", "H", "H", "H", "H", "H", "H"], "positions_angstrom": [[-2.1809, -0.2667, 0.2097], [-1.1451, -0.2011, 1.4093], [-1.3830, -0.4350, -1.0595], [-0.1177, 0.8697, 1.0985], [-0.3150, 0.5662, -1.3260], [0.6273, 0.7358, -0.1632], [3.9476, -0.8957, -1.5059], [3.7062, -1.4267, 0.8471], [3.5082, 0.9020, 0.1911], [1.1995, -0.5482, 0.0158], [3.5068, -0.4868, -0.2055], [-2.9355, -0.9916, 0.4020], [-2.8377, 0.6638, 0.2775], [-1.6624, 0.0311, 2.3119], [-0.6573, -1.1302, 1.4544], [-1.0199, -1.4485, -1.2260], [-2.1730, -0.2503, -1.8065], [-0.4646, 1.8905, 1.0589], [0.6917, 0.6889, 1.8914], [0.3586, 0.1561, -2.0273], [-0.6540, 1.5766, -1.8477]], "forces_ev_per_angstrom": [[0.8, 1.8, 2.4], [-1.9, 1.3, -2.5], [-2.7, 0.2, -1.3], [2.2, -0.8, 1.5], [0.8, 1.5, 0.0], [-2.0, 1.6, -0.1], [-1.4, 0.5, 0.0], [-1.0, -0.4, 0.0], [-0.7, -1.2, -1.1], [0.7, -1.4, -0.7], [3.2, 1.3, 1.4], [-0.2, -1.3, -0.2], [1.2, -0.6, -0.6], [-0.1, 0.1, 0.8], [0.6, -1.3, 0.4], [0.0, 0.0, 0.4], [0.5, -0.4, -0.5], [-0.3, 0.3, 0.4], [-1.0, 1.1, -0.9], [0.6, -0.4, -1.3], [0.7, -1.8, 1.9]], "mulliken_charge": [-0.753, -0.749, -0.419, -0.588, -0.601, 0.020, -0.439, -0.445, -0.443, -0.283, 1.265, 0.419, 0.291, 0.416, 0.333, 0.302, 0.298, 0.435, 0.293, 0.357, 0.293], "e_tot_ha": -974.9015, "smiles": "FN1CCCCC1.O=S(=O)=O", "homo_energy_ev": -10.1, "mol_weight_g_mol": 183.20, "relative_energy_kj_mol": 165.7, "total_charge": 0}